Density functional theory data (the ωB97M-V functional and the def2-TZVPD basis) for the molecule C22H26N2O4.

XYZ file:
```
54
Properties=species:S:1:pos:R:3:nbo_charge:R:1
C -2.638 -1.159 -2.877 -0.6025
C -3.403 -1.839 -1.741 -0.4147
C -2.621 -1.781 -0.450 -0.0972
C -2.375 -2.883 0.276 0.2050
C -2.973 -4.231 -0.034 -0.6552
N -1.509 -2.883 1.386 -0.4553
N -0.209 -2.451 1.232 -0.2368
C 0.066 -1.288 0.780 0.1965
C 1.494 -0.995 0.602 -0.0909
C 2.462 -1.606 1.391 -0.1762
C 3.792 -1.317 1.187 -0.2382
C 4.215 -0.428 0.199 0.2477
O 5.566 -0.257 0.153 -0.4951
C 6.179 0.536 -0.837 -0.2390
C 3.242 0.183 -0.614 0.2843
O 3.657 1.061 -1.591 -0.5253
C 2.690 1.659 -2.415 -0.2498
C 1.905 -0.116 -0.398 -0.2897
C -0.907 -0.209 0.513 -0.0412
C -0.546 1.081 0.908 -0.2837
C -1.406 2.151 0.764 0.2387
O -1.124 3.440 1.117 -0.4841
C 0.124 3.708 1.701 -0.2496
C -2.683 1.927 0.208 0.3457
O -3.478 3.028 0.088 -0.4930
C -4.772 2.864 -0.434 -0.2513
C -3.038 0.645 -0.170 -0.3108
C -2.170 -0.439 -0.024 -0.0377
H -2.472 -0.106 -2.662 0.2087
H -3.195 -1.239 -3.809 0.2064
H -1.669 -1.636 -3.012 0.2071
H -4.379 -1.360 -1.623 0.1968
H -3.582 -2.875 -2.023 0.2117
H -2.911 -4.880 0.838 0.2115
H -2.435 -4.714 -0.851 0.2280
H -4.020 -4.143 -0.312 0.2229
H -1.466 -3.792 1.837 0.3697
H 2.155 -2.295 2.161 0.2298
H 4.559 -1.772 1.794 0.2248
H 7.249 0.446 -0.648 0.1866
H 5.956 0.172 -1.842 0.1807
H 5.883 1.584 -0.760 0.1818
H 1.987 2.272 -1.841 0.1759
H 2.133 0.915 -2.994 0.1779
H 3.249 2.299 -3.097 0.1988
H 1.149 0.332 -1.024 0.2276
H 0.430 1.223 1.345 0.2332
H 0.128 4.777 1.907 0.2004
H 0.259 3.159 2.639 0.1775
H 0.951 3.468 1.024 0.1725
H -4.750 2.487 -1.462 0.1734
H -5.218 3.858 -0.427 0.2014
H -5.376 2.193 0.186 0.1759
H -4.019 0.470 -0.578 0.2183
```

Summary:
frontier orbital gap = 7.71 eV
structure (SMILES) = CCC1=C(C)NN=C(c2ccc(OC)c(OC)c2)c2cc(OC)c(OC)cc21
LUMO energy = 0.6803 eV
ΔE to the lowest compared entry with this formula, charge and spin = 523.6 kJ/mol
highest occupied orbital energy = -7.03 eV


Density functional theory data (the ωB97M-V functional and the def2-TZVPD basis) for the ion C22H26N3O2 with charge +1 at a distorted geometry.

XYZ file:
```
53
Properties=species:S:1:pos:R:3:nbo_charge:R:1
O -1.998 -1.689 -2.067 -0.6021
C -1.874 -1.494 -0.876 0.6948
C -2.794 -0.618 -0.107 -0.1928
C -2.357 0.420 0.711 -0.1382
C -3.276 1.240 1.341 -0.2307
C -4.634 1.031 1.165 -0.1835
C -5.075 0.009 0.340 -0.2027
C -4.160 -0.805 -0.303 -0.1542
N -0.850 -2.105 -0.193 -0.4611
C -0.578 -2.069 1.216 -0.2327
C 0.778 -1.376 1.440 -0.2350
N 1.668 -1.590 0.266 -0.4507
C 3.097 -1.348 0.573 -0.2345
C 3.483 0.124 0.818 0.0828
O 2.661 0.631 1.839 -0.7255
C 3.432 1.001 -0.462 -0.2354
N 2.121 1.106 -1.026 -0.3889
C 1.586 0.206 -1.935 -0.1445
C 0.294 0.544 -2.224 -0.2224
C -0.018 1.688 -1.442 -0.1379
C -1.167 2.473 -1.317 -0.1658
C -1.133 3.547 -0.459 -0.2218
C 0.019 3.856 0.272 -0.1904
C 1.167 3.102 0.165 -0.2655
C 1.145 2.015 -0.702 0.2096
C 1.438 -2.942 -0.291 -0.2341
C 0.040 -2.988 -0.922 -0.2400
H -1.302 0.625 0.826 0.1950
H -2.927 2.049 1.964 0.2225
H -5.347 1.671 1.661 0.2260
H -6.131 -0.148 0.188 0.2281
H -4.491 -1.592 -0.963 0.2331
H -0.555 -3.095 1.603 0.2011
H -1.365 -1.531 1.743 0.2634
H 0.655 -0.302 1.580 0.2565
H 1.267 -1.775 2.330 0.2269
H 1.389 -0.915 -0.507 0.5174
H 3.351 -1.925 1.466 0.2370
H 3.699 -1.717 -0.259 0.2298
H 4.535 0.101 1.145 0.1988
H 2.990 1.485 2.139 0.4940
H 3.789 2.002 -0.207 0.2279
H 4.116 0.581 -1.206 0.2236
H 2.227 -0.505 -2.427 0.2292
H -0.364 0.045 -2.907 0.2622
H -2.050 2.232 -1.886 0.2337
H -2.006 4.171 -0.347 0.2262
H 0.009 4.711 0.930 0.2255
H 2.052 3.368 0.723 0.2070
H 2.189 -3.164 -1.050 0.2360
H 1.541 -3.672 0.515 0.2246
H -0.335 -4.018 -0.911 0.2233
H 0.050 -2.650 -1.962 0.2544
```

Summary:
frontier orbital gap = 8.68 eV
structure (SMILES) = O=C(c1ccccc1)N1CC[NH+](C[C@H](O)Cn2ccc3ccccc32)CC1
LUMO energy = -2.4015 eV
total charge = +1
ΔE to the lowest compared entry with this formula, charge and spin = 110.4 kJ/mol
highest occupied orbital energy = -11.08 eV


Density functional theory data (the ωB97M-V functional and the def2-TZVPD basis) for the molecule C22H26N4O4 at a distorted geometry.

XYZ file:
```
56
Properties=species:S:1:pos:R:3:nbo_charge:R:1
O 2.019 1.891 -0.167 -0.6200
C 1.124 1.084 -0.346 0.6724
C -0.306 1.514 -0.257 -0.1971
C -0.737 2.223 0.869 -0.0591
C -2.002 2.748 0.940 -0.2952
C -2.924 2.613 -0.118 0.2294
N -4.125 3.249 -0.104 -0.3941
C -4.732 3.785 -1.305 -0.2334
C -5.265 5.202 -1.014 -0.0841
O -4.435 5.867 -0.093 -0.5193
C -4.498 5.289 1.194 -0.0743
C -4.722 3.768 1.101 -0.2483
C -2.501 1.826 -1.217 0.0009
N -3.394 1.363 -2.226 0.5110
O -2.929 1.065 -3.313 -0.3915
O -4.570 1.215 -1.930 -0.3949
C -1.197 1.332 -1.293 -0.1606
N 1.359 -0.206 -0.680 -0.4334
C 2.725 -0.669 -0.819 -0.2315
C 3.083 -1.615 0.324 -0.2393
N 2.149 -2.727 0.336 -0.4419
C 2.530 -3.746 1.300 -0.2533
C 3.815 -4.417 0.893 0.0585
C 3.983 -4.841 -0.420 -0.2399
C 5.154 -5.464 -0.810 -0.2034
C 6.168 -5.677 0.109 -0.2174
C 6.007 -5.260 1.418 -0.2089
C 4.837 -4.629 1.807 -0.2332
C 0.803 -2.236 0.545 -0.2243
C 0.415 -1.294 -0.599 -0.2203
H -0.042 2.381 1.680 0.2218
H -2.271 3.324 1.810 0.2168
H -3.969 3.842 -2.086 0.2047
H -5.543 3.135 -1.660 0.2193
H -6.298 5.164 -0.641 0.1613
H -5.247 5.799 -1.926 0.2081
H -5.309 5.749 1.779 0.1696
H -3.543 5.526 1.669 0.1891
H -4.331 3.258 1.980 0.2227
H -5.796 3.554 1.043 0.2028
H -0.918 0.786 -2.183 0.2500
H 3.379 0.204 -0.816 0.2500
H 2.816 -1.200 -1.771 0.1975
H 4.091 -2.006 0.175 0.2201
H 3.059 -1.058 1.279 0.1699
H 1.731 -4.496 1.319 0.2087
H 2.627 -3.331 2.319 0.1705
H 3.188 -4.667 -1.129 0.2233
H 5.276 -5.787 -1.834 0.2127
H 7.082 -6.166 -0.195 0.2129
H 6.795 -5.421 2.139 0.2125
H 4.717 -4.301 2.830 0.2073
H 0.115 -3.084 0.560 0.2063
H 0.708 -1.693 1.506 0.1631
H -0.593 -0.915 -0.431 0.2251
H 0.441 -1.851 -1.542 0.2005
```

Summary:
frontier orbital gap = 8.00 eV
structure (SMILES) = O=C(c1ccc(N2CCOCC2)c([N+](=O)[O-])c1)N1CCN(Cc2ccccc2)CC1
LUMO energy = -0.2880 eV
ΔE to the lowest compared entry with this formula, charge and spin = 507.9 kJ/mol
highest occupied orbital energy = -8.29 eV


Among the records above, which one has the highest frontier orbital gap? C22H26N3O2